Record 1
Molecular formula: C42H70N8O5S5
Method: DFT, ωB97M-V/def2-TZVPD

Geometry (Å):
1 C -18.0909 -37.1340 -0.2687
2 S -17.1489 -36.2096 1.0669
3 O -17.0512 -34.7608 0.4946
4 C -18.4872 -36.2560 2.2966
5 H -17.3075 -37.4563 -0.9547
6 H -18.8588 -36.5263 -0.7473
7 H -18.5462 -38.0354 0.1416
8 H -18.5071 -37.2677 2.7018
9 H -19.4568 -35.9166 1.9323
10 H -18.1970 -35.6323 3.1421
11 C -22.0418 -20.7360 -7.2849
12 S -21.4132 -19.7404 -8.7055
13 O -21.7389 -20.4443 -10.0393
14 C -22.8285 -18.5539 -8.6307
15 H -22.9881 -21.1563 -7.6252
16 H -22.3282 -20.0472 -6.4901
17 H -21.3403 -21.5072 -6.9667
18 H -22.8982 -18.2096 -9.6625
19 H -22.5820 -17.7266 -7.9652
20 H -23.8398 -18.9061 -8.4279
21 C -18.6924 -28.2928 -7.1875
22 S -17.6986 -28.0938 -5.6192
23 O -18.6617 -27.4331 -4.6186
24 C -17.7899 -29.8124 -4.9138
25 H -18.1875 -28.9871 -7.8592
26 H -18.7523 -27.2876 -7.6047
27 H -19.6838 -28.7334 -7.0816
28 H -18.8246 -30.1342 -4.7954
29 H -17.1680 -29.8657 -4.0203
30 H -17.3468 -30.4724 -5.6595
31 C -16.4770 -38.3751 -7.7546
32 S -16.0549 -40.1372 -7.3460
33 O -17.1771 -40.6510 -6.4356
34 C -16.3079 -40.8512 -9.0671
35 H -17.3611 -38.3873 -8.3921
36 H -15.6443 -37.9677 -8.3279
37 H -16.8043 -37.7871 -6.8972
38 H -16.3941 -41.9339 -9.1586
39 H -15.5724 -40.5520 -9.8138
40 H -17.3210 -40.6587 -9.4204
41 C -19.5243 -28.2576 2.2325
42 S -19.8597 -26.8139 3.3866
43 O -21.1445 -26.1630 2.8756
44 C -18.5752 -25.6931 2.5979
45 H -19.8320 -27.9514 1.2327
46 H -19.9685 -29.1673 2.6366
47 H -18.4813 -28.5269 2.0664
48 H -18.5537 -24.7225 3.0934
49 H -18.7233 -25.5116 1.5334
50 H -17.5960 -26.1661 2.6717
51 N -8.8293 -26.4308 -2.2605
52 C -9.0150 -26.1088 -0.9274
53 C -10.3204 -26.2991 -0.5408
54 C -10.9515 -26.7061 -1.7068
55 C -10.0134 -26.8849 -2.7276
56 H -7.9414 -26.3539 -2.7356
57 H -8.2536 -25.5384 -0.4162
58 H -10.6083 -25.9879 0.4525
59 H -12.0004 -26.9558 -1.7692
60 H -10.0110 -27.1718 -3.7688
61 N -24.5673 -35.0173 -6.2651
62 C -23.8522 -34.1189 -5.4847
63 C -24.6974 -33.2208 -4.8772
64 C -25.9411 -33.5272 -5.2869
65 C -25.8742 -34.6191 -6.1224
66 H -24.1675 -35.7590 -6.8220
67 H -22.7724 -34.1420 -5.4785
68 H -24.4403 -32.5423 -4.0772
69 H -26.8404 -33.0260 -4.9608
70 H -26.6532 -35.2808 -6.4715
71 N -13.7604 -23.7951 -14.8127
72 C -13.1259 -23.2051 -13.7645
73 C -14.0755 -22.9270 -12.7289
74 C -15.2519 -23.5276 -13.1914
75 C -14.9841 -24.0790 -14.4419
76 H -13.2821 -24.0456 -15.6663
77 H -12.0723 -22.9901 -13.8653
78 H -13.9345 -22.3723 -11.8130
79 H -16.1493 -23.5974 -12.5946
80 H -15.6810 -24.5838 -15.0945
81 N -11.7385 -35.1097 -3.3252
82 C -11.1723 -34.2048 -4.2118
83 C -10.2032 -34.8212 -4.8397
84 C -10.0773 -36.0928 -4.2521
85 C -11.1149 -36.3155 -3.4337
86 H -12.4117 -34.9036 -2.6010
87 H -11.4369 -33.1586 -4.2548
88 H -9.4399 -34.3182 -5.4148
89 H -9.3287 -36.8537 -4.4172
90 H -11.4260 -37.2061 -2.9079
91 N -22.9672 -25.7038 -12.8783
92 C -23.0989 -26.3659 -14.0356
93 C -23.7383 -27.5720 -13.7326
94 C -23.9650 -27.6556 -12.3718
95 C -23.5189 -26.4297 -11.8622
96 H -22.4710 -24.8370 -12.7282
97 H -22.6545 -25.9918 -14.9461
98 H -23.9563 -28.3511 -14.4480
99 H -24.4222 -28.4463 -11.7954
100 H -23.5382 -26.0247 -10.8612
101 N -10.6943 -29.6909 -11.2465
102 C -11.6642 -30.6069 -10.8113
103 C -11.0477 -31.7794 -10.6253
104 C -9.7609 -31.7617 -11.2185
105 C -9.5505 -30.4442 -11.5750
106 H -10.8431 -28.7317 -11.5259
107 H -12.6922 -30.4152 -10.5416
108 H -11.4447 -32.6904 -10.2023
109 H -9.0842 -32.6033 -11.2348
110 H -8.6644 -29.9662 -11.9658
111 N -25.8412 -25.0943 -1.6626
112 C -25.3234 -25.8008 -2.7757
113 C -26.3466 -25.9622 -3.6634
114 C -27.4961 -25.3550 -3.1724
115 C -27.1784 -24.7604 -1.9304
116 H -25.2650 -24.8650 -0.8654
117 H -24.2658 -25.9824 -2.6530
118 H -26.1617 -26.3835 -4.6405
119 H -28.4392 -25.4692 -3.6861
120 H -27.7499 -24.1325 -1.2629
121 N -16.9534 -33.9105 -14.4871
122 C -16.1898 -33.2359 -15.4206
123 C -16.4857 -31.9112 -15.2963
124 C -17.6628 -31.8537 -14.5042
125 C -17.8220 -33.0630 -13.8277
126 H -16.8242 -34.9121 -14.4923
127 H -15.5542 -33.8348 -16.0560
128 H -16.0401 -31.1962 -15.9720
129 H -18.3573 -31.0424 -14.3434
130 H -18.5196 -33.4337 -13.0912

Cartesian forces (eV/Å) of the 6 atoms listed first:
0.849 -0.251 0.791
-1.385 2.363 -2.048
-0.079 -2.679 1.321
0.412 0.141 0.452
-0.220 0.197 -0.231
0.315 0.288 0.196

Calculated values
Kohn-Sham gap ... 8.15 eV
Total charge ... 0
Multiplicity ... 1
E_LUMO ... 0.00926 Ha
Energy above the lowest of the compared OMol25 structures with the same formula, charge and spin ... 164.5 kJ/mol
Strongest force on any atom ... 0.07501 Eh/bohr
Highest occupied orbital energy ... -7.90 eV

These are the Löwdin partial charges, in e, on atoms 1 to 6: atom 1 (C): -0.246, atom 2 (S): 0.850, atom 3 (O): -0.601, atom 4 (C): -0.290, atom 5 (H): 0.036, atom 6 (H): 0.057


Record 2
Molecular formula: C4H8IrOS4Sb2Se4
Method: DFT, ωB97M-V/def2-TZVPD

Geometry (Å):
1 Ir 0.4326 0.3725 -0.8356
2 S 0.8879 0.9739 -3.0402
3 Sb 1.5056 2.8682 -1.6584
4 S -0.5504 2.4373 -0.4509
5 S 2.5453 1.3020 -0.1433
6 Se -4.6767 -1.8683 0.5381
7 Sb -2.7666 -3.2555 0.0595
8 Se -1.0406 -1.5077 -1.2161
9 Se -1.7756 -4.2372 2.0890
10 Se -2.8347 -4.8192 -1.7731
11 O 0.2245 0.0789 1.3213
12 S -0.2294 -1.3263 1.7741
13 C 0.0610 -1.2515 3.5602
14 C 1.5235 -1.6311 3.8595
15 C 2.2542 -1.7336 2.5182
16 C 1.2576 -2.3391 1.5399
17 H -0.6446 -1.9818 3.9542
18 H -0.2213 -0.2491 3.8765
19 H 1.5313 -2.5999 4.3633
20 H 2.0054 -0.9003 4.5101
21 H 3.1699 -2.3249 2.5852
22 H 2.5185 -0.7352 2.1642
23 H 0.9739 -3.3661 1.7654
24 H 1.5514 -2.2369 0.4962

Cartesian forces (eV/Å) of the 6 atoms listed first:
-0.638 -0.036 1.117
-0.032 0.098 0.281
0.035 -0.057 -0.090
0.255 -0.332 -0.247
-0.221 -0.109 -0.470
0.016 0.060 -0.035

Calculated values
Kohn-Sham gap (spin up / spin down) ... 5.69 / 4.90 eV
Total charge ... -2
Multiplicity ... 2
E_LUMO (spin up / spin down) ... 0.14964 / 0.12085 Ha
Energy above the lowest of the compared OMol25 structures with the same formula, charge and spin ... 0.0 kJ/mol
Strongest force on any atom ... 0.02502 Eh/bohr
Highest occupied orbital energy (spin up / spin down) ... -1.62 / -1.61 eV

These are the natural (NBO) partial charges, in e, on atoms 1 to 6: atom 1 (Ir): 0.522, atom 2 (S): -0.542, atom 3 (Sb): 0.768, atom 4 (S): -0.421, atom 5 (S): -0.633, atom 6 (Se): -0.792


Record 3
Molecular formula: C26H59N9O3P2SSiTeY
Method: DFT, ωB97M-V/def2-TZVPD

Geometry (Å):
1 Y -0.3226 0.2644 -0.7327
2 N -2.7722 0.0016 -0.4757
3 C -3.3920 -1.1735 -1.1115
4 C -2.7932 -1.3606 -2.4921
5 N -1.3262 -1.4251 -2.4442
6 C -0.7288 -2.7569 -2.3328
7 C -0.6314 -3.2130 -0.8863
8 N 0.0474 -2.1824 -0.0888
9 H -3.0549 0.0755 0.4994
10 H -3.1184 0.8521 -0.9241
11 H -4.4781 -1.0658 -1.2025
12 H -3.2060 -2.0320 -0.4702
13 H -3.0569 -0.4995 -3.1137
14 H -3.2203 -2.2514 -2.9676
15 H -0.9615 -0.9520 -3.2679
16 H 0.2771 -2.6903 -2.7515
17 H -1.2792 -3.5021 -2.9203
18 H -0.1126 -4.1771 -0.8463
19 H -1.6169 -3.3680 -0.4514
20 H 1.0514 -2.2049 -0.2467
21 H -0.1120 -2.3497 0.9017
22 C 2.9758 3.1980 2.0196
23 N 2.9067 2.3715 0.8218
24 C 2.6521 3.1147 -0.4114
25 P 2.8330 0.7525 0.8563
26 O 1.5021 0.0931 0.7460
27 O 3.6908 0.3482 -0.4684
28 P 3.1690 -0.3803 -1.7951
29 O 1.6935 -0.4090 -1.9708
30 N 3.8688 0.4839 -2.9888
31 C 5.3040 0.7343 -2.9851
32 C 3.2306 0.6452 -4.2952
33 N 3.7620 -1.9100 -1.5839
34 C 3.5189 -2.8223 -2.7016
35 C 5.0328 -2.1713 -0.9155
36 N 3.6607 0.2064 2.1378
37 C 3.0461 -0.5908 3.1900
38 C 5.0376 0.6164 2.3773
39 H 2.1074 3.8586 2.0567
40 H 3.8826 3.8076 2.0134
41 H 2.9669 2.5819 2.9165
42 H 1.7990 3.7795 -0.2701
43 H 2.4005 2.4510 -1.2390
44 H 3.5317 3.6995 -0.6910
45 H 5.7086 0.6549 -1.9766
46 H 5.4931 1.7468 -3.3446
47 H 5.8338 0.0333 -3.6374
48 H 2.1663 0.4388 -4.2270
49 H 3.6860 -0.0220 -5.0327
50 H 3.3537 1.6763 -4.6294
51 H 2.5811 -2.5747 -3.1960
52 H 3.4511 -3.8436 -2.3247
53 H 4.3272 -2.7795 -3.4393
54 H 5.1620 -1.5067 -0.0650
55 H 5.8847 -2.0572 -1.5942
56 H 5.0289 -3.1984 -0.5479
57 H 2.0224 -0.8355 2.9201
58 H 3.0405 -0.0322 4.1294
59 H 3.6108 -1.5144 3.3359
60 H 5.4054 1.2186 1.5478
61 H 5.6788 -0.2618 2.4795
62 H 5.1137 1.2089 3.2927
63 Te -0.3396 1.8397 -3.3306
64 C -2.3909 2.3769 -3.4118
65 C -3.0408 3.0008 -2.3473
66 C -4.4011 3.2782 -2.4073
67 C -5.1339 2.9450 -3.5370
68 C -4.4922 2.3389 -4.6060
69 C -3.1346 2.0542 -4.5441
70 H -2.4840 3.2877 -1.4678
71 H -4.8846 3.7686 -1.5706
72 H -6.1919 3.1651 -3.5880
73 H -5.0512 2.0839 -5.4977
74 H -2.6497 1.5744 -5.3846
75 C -4.9297 -3.8604 2.5913
76 N -3.9011 -3.8548 3.6129
77 C -3.9355 -4.5793 4.7922
78 C -2.7960 -4.3160 5.4608
79 N -2.0785 -3.4376 4.6745
80 C -2.7486 -3.1528 3.5344
81 S -2.2498 -2.1178 2.2951
82 H -5.8855 -4.0846 3.0579
83 H -4.7075 -4.6063 1.8287
84 H -4.9653 -2.8763 2.1304
85 H -4.7690 -5.2072 5.0471
86 H -2.4412 -4.6658 6.4117
87 H -1.1966 -3.0096 4.8949
88 C -0.7902 1.4412 3.5870
89 Si -1.5998 2.4838 2.2392
90 C -3.4339 2.0132 2.1551
91 C -1.5345 4.2783 2.8119
92 C -0.6976 2.2077 0.6559
93 H -1.2705 1.5838 4.5575
94 H 0.2620 1.7230 3.6942
95 H -0.8340 0.3759 3.3469
96 H -4.0008 2.5679 2.9057
97 H -3.5976 0.9514 2.3634
98 H -3.8782 2.2482 1.1844
99 H -2.0431 4.4201 3.7680
100 H -2.0075 4.9395 2.0825
101 H -0.5011 4.6130 2.9312
102 H 0.3507 2.3943 0.9421
103 H -0.9384 3.0145 -0.0487

Cartesian forces (eV/Å) of the 6 atoms listed first:
0.282 -0.289 0.025
-0.074 0.010 0.022
-0.149 0.077 -0.012
0.028 -0.041 -0.069
0.070 0.079 -0.087
-0.084 -0.036 0.000

Calculated values
Kohn-Sham gap ... 7.06 eV
Total charge ... +1
Multiplicity ... 1
E_LUMO ... -0.06631 Ha
Energy above the lowest of the compared OMol25 structures with the same formula, charge and spin ... 32.5 kJ/mol
Strongest force on any atom ... 0.00787 Eh/bohr
Highest occupied orbital energy ... -8.87 eV

These are the Löwdin partial charges, in e, on atoms 1 to 6: atom 1 (Y): 1.161, atom 2 (N): -0.028, atom 3 (C): -0.229, atom 4 (C): -0.189, atom 5 (N): -0.152, atom 6 (C): -0.199